# 1
Molecular formula: C15H32O8
Method: DFT, ωB97M-V/def2-TZVPD

Summary:
HOMO level: -9.662 eV
Orbital gap: 10.12 eV
Largest force on an atom: 9.1 eV/A
SMILES: CCOCCO[C@@H](OC)[C@@H](OCC)OCCCC(=O)O.CCO
DFT total energy: -32444.3951 eV

Structure (XYZ):
```
55
Properties=species:S:1:pos:R:3:forces:R:3
C 3.051 -0.073 3.029 0.79 0.17 0.09
C 3.496 1.332 2.276 -0.16 -0.52 0.67
O 2.510 1.655 1.196 2.59 -1.12 -0.30
C 3.031 1.235 -0.123 0.34 0.17 -0.65
C 1.792 0.757 -1.139 1.54 0.70 0.79
O 0.547 1.313 -0.590 -0.90 -2.80 -2.03
C -0.642 0.536 -1.050 -0.93 0.66 0.53
O -0.482 -0.077 -2.373 -1.31 1.27 1.54
C -1.762 -0.296 -3.060 -0.29 -1.60 -0.75
C -1.059 -0.505 0.158 -0.59 1.07 1.51
O -2.442 -1.065 -0.010 1.34 0.82 1.66
C -3.185 -0.958 1.279 -1.02 0.04 1.03
C -3.898 0.536 1.480 1.59 0.02 0.60
O -0.048 -1.513 0.489 -1.92 -0.10 -1.30
C 0.029 -2.611 -0.473 1.61 -1.36 -1.20
C 0.896 -3.912 0.122 -0.96 0.85 -0.01
C 2.122 -3.475 1.119 0.06 -0.45 0.50
C 1.747 -4.036 2.642 1.00 -5.78 0.91
O 1.919 -5.362 2.868 -1.20 8.91 -1.05
O 1.290 -3.157 3.739 -0.14 -1.55 -3.11
H 3.642 -0.986 2.587 -1.13 1.76 0.86
H 3.360 0.042 4.166 -0.80 -0.45 -2.33
H 1.909 -0.308 2.918 2.21 0.76 0.24
H 3.519 2.184 3.095 -0.37 -1.54 -1.96
H 4.597 1.241 1.858 -2.26 0.19 0.71
H 3.605 2.134 -0.641 -1.22 -1.64 1.16
H 3.842 0.367 -0.017 -1.92 1.65 -0.18
H 1.831 -0.412 -1.177 -0.46 2.30 -0.13
H 1.991 1.288 -2.167 -0.37 -1.50 1.80
H -1.525 1.339 -1.098 1.81 -1.67 0.17
H -1.979 -1.468 -3.000 0.22 2.57 -0.09
H -2.681 0.263 -2.599 1.89 -0.88 -0.78
H -1.607 -0.044 -4.199 -0.34 -0.26 2.37
H -1.154 0.183 1.131 0.74 -1.42 -2.19
H -4.081 -1.732 1.348 2.18 1.32 -0.76
H -2.463 -1.226 2.188 -1.47 0.69 -2.01
H -4.965 0.449 1.956 2.07 0.16 -1.20
H -3.857 1.123 0.466 -0.44 -1.24 1.94
H -3.217 1.143 2.244 -1.56 -1.13 -1.62
H 0.657 -2.236 -1.404 -1.54 -0.66 1.70
H -0.990 -3.061 -0.827 1.68 1.31 0.77
H 0.116 -4.628 0.671 2.03 1.44 -1.19
H 1.352 -4.438 -0.823 -1.06 0.87 1.93
H 3.094 -4.035 0.718 -2.14 1.08 1.41
H 2.363 -2.331 1.138 -0.82 -2.14 -0.05
H 0.512 -2.588 3.449 1.58 -0.91 -0.01
C -1.141 4.331 -3.131 0.17 0.14 -0.13
C -2.229 4.396 -2.078 0.23 -0.24 -0.14
O -3.342 3.612 -2.482 -0.27 -0.40 0.00
H -1.515 4.695 -4.094 0.01 0.03 0.17
H -0.278 4.935 -2.837 -0.01 -0.10 -0.06
H -0.813 3.298 -3.286 0.07 0.05 0.12
H -2.569 5.427 -1.942 -0.14 -0.23 -0.02
H -1.866 4.022 -1.116 0.15 0.17 0.07
H -3.031 2.697 -2.592 -0.17 0.50 0.01
```
Positions in Å, forces in eV/Å.

# 2
Molecular formula: C11H16FN6O5
Method: DFT, ωB97M-V/def2-TZVPD

Summary:
HOMO level: -12.922 eV
Orbital gap: 9.54 eV
Largest force on an atom: 1.3 eV/A
Net charge: +1
DFT total energy: -33555.1506 eV

Structure (XYZ):
```
39
Properties=species:S:1:pos:R:3:forces:R:3
C 4.530 -2.993 1.802 0.06 -0.19 -0.13
C 4.304 -1.809 0.922 0.29 -0.03 -0.38
N 4.727 -1.656 -0.258 -0.15 0.15 0.04
C 3.457 -0.678 1.469 -0.37 -0.42 0.27
N 2.069 -0.851 0.996 0.12 -0.06 -0.56
C 1.622 -1.056 -0.242 -0.38 0.12 0.41
N 0.296 -1.158 -0.286 0.03 -0.07 -0.11
C -0.104 -1.004 0.972 0.15 0.00 0.97
N -1.374 -1.019 1.394 0.43 0.12 -0.08
C -2.427 -1.238 0.430 0.83 -0.90 -0.31
O -3.105 -0.355 0.079 -0.90 0.97 -0.22
N -2.549 -2.562 -0.096 -0.01 0.16 0.36
C -2.645 -3.565 0.893 0.01 -0.12 0.01
O -2.055 -3.632 1.916 -0.02 0.03 0.28
F -3.567 -4.444 0.560 0.09 -0.23 -0.19
N 0.959 -0.813 1.795 -0.40 -0.09 -0.57
H 5.121 -3.734 1.277 0.13 -0.13 -0.07
H 5.058 -2.724 2.712 -0.02 0.10 0.19
H 3.587 -3.466 2.069 -0.17 0.02 0.16
H 5.273 -2.457 -0.567 0.07 -0.06 -0.06
H 3.422 -0.759 2.549 -0.01 0.28 0.20
H 3.833 0.283 1.149 0.03 0.20 -0.03
H 2.268 -1.113 -1.099 0.25 -0.01 -0.01
H -1.617 -0.932 2.366 0.02 0.09 0.09
H -1.843 -2.766 -0.797 -0.23 0.01 -0.34
H 0.994 -0.690 2.793 0.18 0.04 0.07
C -3.566 2.478 -1.957 0.22 -0.23 -0.10
C -2.489 3.411 -1.468 -0.24 -0.05 -0.09
C -2.482 4.797 -2.077 0.05 0.05 0.02
O -1.090 5.148 -2.006 -0.06 -0.04 -0.10
C -0.369 4.005 -2.023 -0.14 0.04 0.10
O 0.808 3.939 -2.153 0.12 -0.03 0.01
O -1.183 2.934 -1.848 0.04 -0.05 0.08
H -3.438 2.257 -3.017 -0.01 0.16 -0.05
H -3.499 1.533 -1.422 -0.13 0.01 0.04
H -4.555 2.907 -1.799 0.01 0.02 0.05
H -2.506 3.470 -0.376 0.01 0.08 0.01
H -3.079 5.519 -1.527 0.13 0.07 0.04
H -2.788 4.791 -3.125 -0.02 -0.05 0.00
```
Positions in Å, forces in eV/Å.

# 3
Molecular formula: C14H18N2O4S3
Method: DFT, ωB97M-V/def2-TZVPD

Summary:
HOMO level: -9.029 eV
Orbital gap: 9.05 eV
Largest force on an atom: 1.1 eV/A
SMILES: CCN(CC)S(=O)(=O)c1ccc(NS(=O)(=O)c2cccs2)cc1
Relative energy (zero: lowest compared OMol25 entry of this formula, charge and spin): 0.000 eV
DFT total energy: -58484.9296 eV

Structure (XYZ):
```
41
Properties=species:S:1:pos:R:3:forces:R:3
C -1.467 -1.662 1.685 -0.28 0.07 -0.07
H -1.320 -2.552 1.078 0.10 -0.10 -0.05
H -1.470 -1.959 2.730 0.04 -0.08 0.12
H -0.636 -0.982 1.515 0.11 0.02 -0.01
C -2.796 -0.983 1.348 0.18 -0.06 0.59
N -2.812 -0.296 0.084 -0.33 1.08 0.01
S -2.804 1.359 0.047 0.13 -0.36 0.01
O -3.485 1.785 -1.140 0.29 -0.10 -0.15
O -3.256 1.832 1.322 0.28 -0.09 0.11
C -1.067 1.761 -0.126 -0.64 0.02 0.00
C -0.554 2.054 -1.375 -0.05 0.11 -0.04
C 0.807 2.243 -1.529 0.18 0.01 0.18
C 1.651 2.138 -0.424 -0.88 -0.01 0.26
C 1.116 1.888 0.841 -0.19 0.09 -0.10
C -0.245 1.699 0.983 0.03 0.03 0.02
H -0.686 1.519 1.950 0.03 -0.02 0.19
H 1.780 1.852 1.688 -0.07 0.04 0.15
N 3.028 2.254 -0.563 0.87 -0.27 0.28
S 4.036 1.216 0.295 -0.13 -0.23 -0.35
O 5.247 1.164 -0.459 -0.06 0.03 -0.26
O 4.078 1.589 1.671 -0.28 -0.03 0.08
C 3.173 -0.329 0.179 0.35 0.38 -0.22
C 2.691 -1.088 1.200 0.18 0.25 0.02
C 2.028 -2.245 0.738 0.00 -0.07 -0.11
C 2.017 -2.328 -0.620 0.20 0.36 -0.15
S 2.821 -1.003 -1.362 -0.11 -0.27 0.26
H 1.592 -3.097 -1.233 -0.10 -0.18 -0.13
H 1.584 -2.976 1.388 -0.09 -0.15 0.09
H 2.821 -0.819 2.231 0.01 0.09 0.23
H 3.368 2.433 -1.495 0.18 -0.07 -0.06
H 1.222 2.464 -2.501 0.03 0.00 -0.14
H -1.233 2.127 -2.210 -0.01 0.02 -0.16
C -2.857 -1.013 -1.164 0.19 -0.06 -0.63
C -1.483 -1.388 -1.724 -0.26 -0.02 0.08
H -0.863 -0.501 -1.834 0.10 0.01 -0.04
H -1.607 -1.850 -2.700 0.05 -0.07 -0.14
H -0.968 -2.087 -1.072 0.10 -0.06 0.05
H -3.368 -0.356 -1.871 -0.05 -0.30 -0.06
H -3.462 -1.916 -1.028 -0.05 0.12 0.05
H -3.602 -1.727 1.363 0.00 0.14 -0.02
H -3.023 -0.219 2.093 -0.06 -0.28 0.10
```
Positions in Å, forces in eV/Å.

# 4
Molecular formula: C28H35As2MnN5S3
Method: DFT, ωB97M-V/def2-TZVPD

Summary:
HOMO level (spin up / spin down): -6.789 / -6.980 eV
Spin multiplicity: 6
Orbital gap (spin up / spin down): 6.69 / 6.87 eV
Largest force on an atom: 0.8 eV/A
DFT total energy: -222557.4775 eV

Structure (XYZ):
```
74
Properties=species:S:1:pos:R:3:forces:R:3
Mn -0.024 0.463 -0.051 -0.38 0.41 -0.53
S 2.376 1.529 -0.558 0.02 -0.09 -0.02
C 2.461 -0.115 -1.125 -0.18 -0.05 0.20
S 1.032 -0.845 -1.823 0.11 0.04 -0.11
C 3.585 -0.889 -0.911 0.28 -0.11 -0.02
C 4.744 -0.360 -0.254 -0.17 -0.14 -0.10
N 5.675 0.027 0.304 -0.02 0.00 -0.01
C 3.612 -2.282 -1.250 -0.05 0.41 0.03
N 3.623 -3.407 -1.502 0.01 -0.10 0.07
N -1.777 1.706 1.278 0.02 0.03 0.02
C -1.771 3.099 0.814 0.05 -0.08 0.02
C -1.852 3.107 -0.702 0.05 -0.04 -0.05
N -0.745 2.325 -1.255 -0.02 0.03 -0.01
H -2.658 1.262 1.041 0.01 0.00 0.00
H -1.682 1.641 2.284 -0.03 0.06 0.00
H -0.830 3.555 1.132 0.01 0.00 0.01
H -2.586 3.698 1.228 -0.03 0.01 0.01
H -1.872 4.140 -1.061 0.00 0.03 -0.02
H -2.791 2.638 -1.011 -0.01 -0.01 -0.01
H 0.145 2.817 -1.209 0.00 -0.02 0.01
H -0.879 2.097 -2.234 -0.03 -0.06 0.03
C 2.393 -4.274 2.281 -0.01 -0.05 -0.01
As 1.321 -2.950 1.313 -0.01 0.02 -0.03
C 0.268 -4.200 0.253 -0.03 -0.04 -0.02
C 0.066 -2.552 2.790 -0.03 -0.05 -0.04
C -0.719 -3.519 3.411 0.04 0.01 0.06
C -1.566 -3.193 4.464 0.03 0.07 -0.03
C -1.639 -1.879 4.907 0.06 -0.05 -0.04
C -0.851 -0.904 4.304 0.03 -0.11 0.00
C 0.005 -1.232 3.253 -0.02 0.14 0.09
As 1.011 0.153 2.292 0.04 -0.31 0.45
C 0.845 1.676 3.502 0.02 0.02 0.00
C 2.864 -0.229 2.714 0.02 0.05 0.06
H 1.775 -5.102 2.629 0.02 -0.01 0.02
H 2.875 -3.800 3.134 0.02 0.01 0.01
H 3.158 -4.647 1.601 -0.01 -0.01 0.00
H -0.271 -4.926 0.861 -0.02 -0.01 0.01
H 0.972 -4.716 -0.401 -0.01 0.01 -0.01
H -0.427 -3.639 -0.369 -0.03 0.02 0.00
H -0.663 -4.549 3.076 -0.02 0.00 -0.01
H -2.159 -3.963 4.943 0.00 0.01 -0.01
H -2.290 -1.614 5.731 0.00 0.00 -0.01
H -0.894 0.110 4.683 -0.01 0.03 -0.01
H 1.528 2.437 3.125 0.01 0.02 0.02
H 1.151 1.385 4.505 0.01 0.04 0.04
H -0.156 2.101 3.539 -0.01 -0.01 0.03
H 2.944 -0.446 3.779 0.05 -0.01 0.01
H 3.444 0.655 2.456 0.03 0.01 -0.01
H 3.231 -1.061 2.124 0.02 -0.02 -0.03
N -1.844 -0.854 -0.381 0.22 -0.18 -0.15
S -3.250 -1.257 0.206 -0.01 0.29 0.31
C -4.510 -0.901 -1.022 0.03 -0.08 -0.09
C -4.137 -0.224 -2.169 -0.09 0.01 -0.06
C -5.110 0.097 -3.111 0.03 -0.01 0.03
C -6.432 -0.252 -2.889 -0.01 0.00 0.03
C -6.795 -0.922 -1.724 0.01 -0.01 -0.03
C -5.834 -1.251 -0.783 0.01 0.00 -0.02
C -3.435 -3.024 0.324 0.00 0.00 -0.13
C -3.615 -3.567 1.584 0.04 -0.02 0.03
C -3.703 -4.949 1.714 0.01 0.03 -0.01
C -3.601 -5.757 0.593 0.03 0.02 -0.03
C -3.415 -5.195 -0.668 -0.01 -0.01 0.01
C -3.338 -3.822 -0.810 0.00 -0.08 0.02
H -1.593 -1.388 -1.214 -0.06 -0.06 0.04
H -3.097 0.041 -2.319 0.00 0.01 0.00
H -4.829 0.616 -4.018 0.00 -0.01 0.01
H -7.186 -0.005 -3.625 0.00 0.00 0.01
H -7.828 -1.194 -1.554 0.01 0.01 0.00
H -6.109 -1.787 0.118 0.02 0.01 -0.01
H -3.659 -2.923 2.454 0.00 -0.02 -0.02
H -3.837 -5.390 2.694 0.00 0.01 -0.01
H -3.654 -6.832 0.699 -0.02 0.01 -0.01
H -3.328 -5.831 -1.539 0.00 0.00 0.01
H -3.196 -3.378 -1.789 -0.01 0.01 0.02
```
Positions in Å, forces in eV/Å.

# 5
Molecular formula: C3H4NOP
Method: DFT, ωB97M-V/def2-TZVPD

Summary:
HOMO level: -9.923 eV
Orbital gap: 8.67 eV
Largest force on an atom: 5.2 eV/A
SMILES: C[C@@H](C#N)P=O
Relative energy (zero: lowest compared OMol25 entry of this formula, charge and spin): 0.309 eV
DFT total energy: -16000.7047 eV

Structure (XYZ):
```
10
Properties=species:S:1:pos:R:3:forces:R:3
C 0.416 -1.543 0.006 0.73 0.82 1.17
C -0.878 0.380 -0.357 -2.15 -1.04 4.64
C 0.158 -0.274 0.560 -0.11 1.03 -0.51
N 0.761 -2.539 -0.399 0.59 -2.54 -1.22
O 1.399 1.877 -0.523 -0.28 1.13 -1.23
P 1.653 0.906 0.518 1.14 -1.58 1.69
H -0.626 1.368 -0.404 -0.07 2.74 -0.31
H -0.912 0.004 -1.307 -0.33 -1.27 -2.18
H -1.788 0.223 0.308 0.32 0.46 -1.85
H -0.184 -0.402 1.598 0.16 0.25 -0.21
```
Positions in Å, forces in eV/Å.

# 6
Molecular formula: C6H21NO5
Method: DFT, ωB97M-V/def2-TZVPD

Summary:
HOMO level: -8.705 eV
Orbital gap: 8.82 eV
Largest force on an atom: 4.7 eV/A
SMILES: CCCCNCC=O.O.O.O.O
Relative energy (zero: lowest compared OMol25 entry of this formula, charge and spin): 4.202 eV
DFT total energy: -18287.8440 eV

Structure (XYZ):
```
33
Properties=species:S:1:pos:R:3:forces:R:3
C 0.062 -0.658 0.247 0.22 0.29 1.42
N -0.731 0.483 0.784 0.41 -0.49 -1.25
C -2.205 0.542 0.712 2.46 0.53 -0.88
C -2.447 1.806 -0.151 -3.34 -2.42 0.66
O -3.592 2.148 -0.339 0.75 0.84 -0.22
C -0.098 -0.888 -1.209 1.78 -1.99 -2.44
C 0.229 1.010 -2.963 2.50 1.16 2.35
C 0.923 -0.160 -2.160 -1.59 0.33 -1.01
H -0.158 -1.574 0.822 -0.08 0.08 -0.20
H 1.165 -0.462 0.423 -1.22 0.04 0.10
H -0.376 0.687 1.662 0.06 0.35 1.85
H -2.721 0.675 1.675 0.23 -0.29 -0.26
H -2.480 -0.386 0.198 -0.82 0.40 0.03
H -1.577 2.199 -0.624 0.92 0.83 -0.38
H 0.180 -2.009 -1.443 -1.27 1.96 0.71
H -1.095 -0.641 -1.594 0.02 -0.46 0.22
H -0.272 1.662 -2.230 -0.10 -0.01 -0.59
H -0.444 0.581 -3.658 -0.73 -0.17 -0.69
H 1.035 1.617 -3.458 -0.97 -0.50 0.12
H 1.906 0.012 -1.695 -0.48 0.41 -0.08
H 1.071 -0.782 -3.034 0.65 -0.95 0.30
H 1.211 1.172 1.949 0.47 -0.50 1.68
H 1.432 1.506 3.475 -0.42 -0.90 -0.81
O 1.086 0.801 2.875 0.56 1.43 -0.36
H 3.398 2.558 1.480 0.17 0.26 0.13
H 2.200 2.732 0.491 1.11 -0.94 0.61
O 2.806 2.063 0.915 -1.36 0.78 -0.94
H 0.263 -5.164 -1.715 0.18 -2.14 0.26
H 1.255 -4.073 -1.155 3.23 -0.07 2.07
O 0.511 -4.283 -1.614 -3.36 2.11 -2.32
H -1.643 -0.895 3.550 2.59 -0.92 1.01
H -0.053 -0.925 3.795 2.02 1.78 -1.00
O -0.841 -1.353 3.989 -4.59 -0.82 -0.08
```
Positions in Å, forces in eV/Å.

# 7
Molecular formula: C16H17N
Method: DFT, ωB97M-V/def2-TZVPD

Summary:
HOMO level: -7.597 eV
Orbital gap: 8.55 eV
Largest force on an atom: 4.8 eV/A
SMILES: Cc1c[nH]c2ccccc12.Cc1ccccc1
Relative energy (zero: lowest compared OMol25 entry of this formula, charge and spin): 3.134 eV
DFT total energy: -18355.2079 eV

Structure (XYZ):
```
34
Properties=species:S:1:pos:R:3:forces:R:3
C 1.715 -0.727 -3.169 -0.57 1.48 -3.23
C 0.855 -1.661 -1.020 0.80 0.99 0.33
C 1.638 -1.844 -2.284 -1.75 -1.95 1.91
C 1.088 -2.770 -0.205 -0.07 -0.93 -1.25
C 2.044 -3.150 -2.295 -0.44 2.28 3.90
C -0.003 -0.615 -0.527 0.16 -4.49 1.64
C -0.838 -0.953 0.609 0.99 2.62 -2.41
C -0.766 -2.179 1.317 -0.44 3.37 -0.72
C 0.294 -2.996 0.928 -1.17 -0.35 0.64
N 1.918 -3.652 -0.977 -2.15 1.42 0.29
H -0.020 0.257 -1.086 -0.59 1.85 -0.58
H -1.459 -0.037 0.814 0.30 -2.08 0.37
H -1.582 -2.134 2.128 1.90 -1.43 -0.96
H 2.019 -0.924 -4.249 0.51 0.01 1.53
H 2.362 0.018 -2.644 -0.67 -0.05 -0.98
H 2.373 -3.824 -2.983 1.35 -1.17 -2.07
H 2.373 -4.442 -0.610 0.26 -1.01 0.15
H 0.272 -3.879 1.488 0.88 -1.65 0.48
H 0.677 -0.364 -3.412 0.86 0.34 0.85
C -0.896 1.426 3.191 -2.72 1.97 1.26
C 0.134 2.749 1.389 -1.67 -1.04 -0.42
C -1.003 2.018 1.826 0.11 0.71 -1.24
C 0.053 3.397 0.172 1.04 0.24 0.68
C -1.099 3.372 -0.577 -0.97 0.64 -1.52
C -2.133 1.924 0.962 0.40 0.45 -0.49
C -2.212 2.571 -0.317 2.30 0.00 3.23
H 1.048 2.735 1.959 0.06 0.14 0.18
H 0.949 3.941 -0.132 -0.49 0.13 -0.25
H -1.838 1.656 3.879 2.12 0.26 -1.24
H 0.045 1.751 3.568 0.38 0.71 1.00
H -1.193 4.084 -1.397 0.32 -0.37 -0.24
H -2.933 1.284 1.296 -0.37 0.01 0.07
H -3.033 2.555 -0.988 -0.71 -0.19 -0.20
H -0.847 0.414 3.346 0.04 -2.92 -0.72
```
Positions in Å, forces in eV/Å.

Q: Number 4 is which compound?
A: C28H35As2MnN5S3

Q: Which of these has the highest DFT total energy?
A: C3H4NOP